(1)
DFT (ωB97M-V/def2-TZVPD) results for a structure of composition C20H21BN6Pd at a distorted geometry.

Structure (XYZ):
```
49
Properties=species:S:1:pos:R:3:forces:R:3:mulliken_charge:R:1
H 0.56767 2.88815 0.78262 -0.09 0.22 0.09 0.620
N 0.80658 1.71331 -0.92273 0.83 0.48 -0.94 0.385
B 1.35838 0.78987 -3.22464 0.09 0.12 0.51 0.035
N 1.23732 1.96440 -2.21393 -0.74 -0.34 0.87 -0.114
C 1.36535 3.29285 -2.38176 -0.12 -0.56 0.79 -0.063
Pd -0.02246 -0.20608 -0.34080 1.82 -0.40 -3.14 -0.496
H 1.60396 3.68307 -3.35577 0.19 0.12 0.04 0.497
C 1.10713 3.91030 -1.16394 -0.03 -0.34 0.23 -1.228
H 1.14143 4.95718 -0.94387 0.06 0.20 0.02 0.427
C 0.79066 2.87452 -0.26779 0.05 0.29 -0.99 -0.184
H 1.88886 1.14362 -4.24299 -0.26 -0.13 0.18 -0.014
C -1.64667 -3.01914 1.43747 0.02 0.58 -0.16 -0.875
H -1.93999 -3.10646 2.49384 -0.01 -0.07 -0.44 0.278
H -0.62910 -3.39346 1.30334 -0.17 -0.22 -0.01 0.292
H -2.35314 -3.51680 0.76128 0.28 -0.03 0.38 0.361
N -0.05489 0.23780 -3.42071 -0.62 -0.12 0.53 0.270
N 2.15804 -0.35513 -2.55120 -0.27 -0.33 0.60 0.175
N -0.77621 -0.25050 -2.34978 0.11 0.11 -0.71 0.152
N 1.83800 -0.84184 -1.29918 0.38 0.23 -0.46 0.072
C -0.76114 0.09900 -4.55096 -0.20 -0.19 1.05 0.004
C 3.19589 -1.04841 -3.05481 -0.42 0.21 1.16 0.020
H -0.34329 0.43175 -5.48850 -0.08 -0.09 0.01 0.464
H 3.52806 -0.82127 -4.05808 0.15 -0.12 0.17 0.465
C -1.97617 -0.48587 -4.22467 -0.27 -0.25 0.72 -1.069
C 3.63447 -1.93868 -2.07611 -0.50 0.20 0.59 -1.160
C -1.95227 -0.69803 -2.82967 0.50 0.37 -0.94 -0.490
C 2.76047 -1.76186 -0.97506 0.42 0.12 -1.19 -0.222
H -2.76456 -0.72990 -4.90740 -0.18 -0.10 -0.04 0.423
H 4.48322 -2.59413 -2.13679 -0.01 -0.12 0.03 0.413
H -2.66823 -1.14772 -2.15622 -0.06 0.06 -0.21 0.504
H 2.76403 -2.21336 0.00675 0.00 -0.14 -0.20 0.470
H -1.62801 -1.94548 1.17118 -0.18 -0.38 0.12 0.025
C -0.18887 -1.24368 5.20496 0.80 -0.65 -0.34 -0.604
C 0.68414 -1.58063 4.14733 -0.50 0.11 1.37 -0.664
C 0.57769 -0.93419 2.91734 -0.08 -0.13 -0.21 -0.381
C -0.43467 -0.00625 2.68338 -1.04 0.46 0.53 1.777
C -0.77596 0.45561 1.37922 0.35 0.45 1.81 -0.359
C -1.74304 1.41178 1.17643 -1.17 0.43 0.99 -0.082
C -2.53159 1.86427 2.27421 0.47 0.05 -1.83 -0.896
C -2.34271 1.32253 3.53605 0.27 -0.59 1.02 -0.608
C -1.30168 0.39212 3.78649 -0.02 -0.20 -1.02 0.784
C -1.17059 -0.27479 5.03240 -0.33 0.52 -0.06 -0.717
H -0.10171 -1.74963 6.17035 0.00 0.13 -0.41 0.429
H 1.43025 -2.35815 4.30425 -0.11 0.26 -0.05 0.445
H 1.26732 -1.18422 2.11689 -0.06 -0.07 0.03 0.469
H -1.89607 1.78627 0.17268 -0.29 0.25 0.05 0.630
H -3.28697 2.62773 2.08052 0.17 -0.25 0.21 0.447
H -3.02365 1.59544 4.35388 0.37 -0.06 -0.35 0.448
H -1.87525 -0.03586 5.84451 0.46 -0.09 -0.40 0.449
```
Positions in Å, forces in eV/Å.

Its spin multiplicity is 5. As for the charge: +2. Its lowest unoccupied orbital energy (spin up / spin down) is -6.987 / -10.304 eV. For the relative energy (zero: lowest compared OMol25 entry of this formula, charge and spin), the calculation gives 0.0 kcal per mole. For the HOMO-LUMO gap (spin up / spin down), the calculation gives 7.9518 / 4.5345 eV.

---

(2)
DFT (ωB97M-V/def2-TZVPD) results for an isolated molecule of C20H21ClFN3O2.

Structure (XYZ):
```
48
Properties=species:S:1:pos:R:3:forces:R:3:mulliken_charge:R:1
O -1.66920 -0.69342 1.54045 0.08 -0.14 0.45 -0.706
C -1.83935 -0.51189 0.34821 -0.03 -0.30 -0.41 0.455
N -2.89675 0.15606 -0.14657 -0.36 0.17 -0.08 0.045
H -2.93380 0.37022 -1.13212 0.15 -0.05 0.06 0.309
C -3.90277 0.76648 0.69826 0.05 -0.04 0.13 -1.050
C -5.25491 0.15104 0.44967 -0.04 0.11 0.00 0.553
C -5.45276 -1.19748 0.72269 -0.03 0.03 0.00 -0.278
C -6.67924 -1.78808 0.48171 0.06 -0.08 0.04 -0.536
C -7.72238 -1.03594 -0.03371 -0.12 0.04 -0.05 -0.423
C -7.53207 0.30680 -0.30894 -0.14 -0.02 -0.04 -0.522
C -6.30195 0.89670 -0.07179 0.11 -0.01 0.08 -0.491
H -6.15617 1.94505 -0.29082 0.04 0.11 -0.02 0.316
H -8.34217 0.89674 -0.71220 -0.06 0.04 -0.04 0.370
H -8.68154 -1.49615 -0.22010 -0.07 -0.03 -0.02 0.371
H -6.82428 -2.83624 0.69862 -0.01 -0.08 0.02 0.382
H -4.63645 -1.77758 1.12788 0.10 -0.09 0.05 0.403
H -3.93228 1.84488 0.51175 0.00 -0.08 0.07 0.449
H -3.58684 0.58547 1.73063 -0.04 0.13 -0.16 0.371
C -0.88349 -1.03134 -0.71770 -0.05 0.15 0.07 -1.466
H -1.46116 -1.32545 -1.59348 0.00 -0.01 0.00 0.380
H -0.35545 -1.90062 -0.32524 -0.07 0.06 -0.04 0.353
C 0.18778 0.00853 -1.14418 -0.08 -0.21 -0.07 0.088
N 1.40695 -0.17768 -0.38359 0.11 -0.06 -0.13 0.107
C 1.28042 0.36435 0.95222 -0.09 0.24 0.25 -0.620
C 0.99545 1.87096 0.94965 0.43 -0.22 0.17 -0.693
N -0.01275 2.18401 -0.04050 -0.08 0.33 0.25 -0.021
C -0.41542 1.40934 -1.05965 0.22 0.05 -0.25 0.280
O -1.25554 1.79145 -1.85829 -0.20 -0.04 -0.39 -0.732
H -0.42478 3.10710 -0.00468 -0.05 -0.15 -0.16 0.261
H 1.90913 2.43906 0.73177 -0.11 -0.08 0.09 0.301
H 0.63416 2.17808 1.93499 0.05 -0.04 -0.05 0.396
H 0.46037 -0.16101 1.44456 0.11 0.05 0.07 0.377
H 2.19791 0.16598 1.50894 -0.05 0.02 0.04 0.516
C 2.61719 0.22416 -1.08493 -0.02 -0.02 -0.07 -1.101
C 3.81036 -0.40416 -0.41676 -0.05 0.03 -0.10 -0.283
C 3.96712 -1.78740 -0.46765 0.24 0.10 0.14 0.563
C 5.01519 -2.45039 0.14104 -0.20 -0.04 -0.11 -0.751
C 5.95660 -1.71149 0.83595 -0.10 0.11 -0.05 -0.337
C 5.84361 -0.33566 0.90900 0.06 0.08 0.07 -0.690
C 4.77854 0.30206 0.28969 0.08 -0.42 -0.06 0.712
Cl 4.68805 2.02515 0.41089 0.04 0.28 0.06 -0.218
H 6.57458 0.24804 1.44570 0.04 0.07 0.04 0.436
H 6.78253 -2.20802 1.31996 0.08 -0.05 0.04 0.371
H 5.08204 -3.52353 0.06395 -0.02 -0.11 -0.03 0.440
F 3.06695 -2.50863 -1.15746 0.05 0.05 0.00 -0.303
H 2.55136 -0.17047 -2.10324 -0.01 0.10 0.05 0.381
H 2.74850 1.31356 -1.14909 0.02 -0.11 -0.07 0.631
H 0.41538 -0.17845 -2.19875 -0.05 0.14 0.14 0.606
```
Positions in Å, forces in eV/Å.

Its lowest unoccupied orbital energy is 0.650 eV. For the relative energy (zero: lowest compared OMol25 entry of this formula, charge and spin), the calculation gives 0.0 kcal per mole. For the HOMO-LUMO gap, the calculation gives 9.2458 eV. As for the SMILES: O=C(C[C@H]1C(=O)NCCN1Cc1c(F)cccc1Cl)NCc1ccccc1.

---

(3)
DFT (ωB97M-V/def2-TZVPD) results for an isolated molecule of C20H21ClN2O5S at a distorted geometry.

Structure (XYZ):
```
50
Properties=species:S:1:pos:R:3:forces:R:3:mulliken_charge:R:1
C -4.41088 -0.05088 1.56103 0.02 -0.24 0.00 -0.820
H -4.73020 0.74920 0.90102 -0.06 0.12 0.01 0.190
C -4.29236 -1.35654 0.77733 -0.67 0.21 0.32 -0.913
N -3.17094 -1.41265 -0.14084 -0.25 0.57 -0.95 0.171
S -3.20676 -0.29656 -1.38490 0.12 0.05 -0.04 1.342
O -4.58100 -0.00945 -1.64451 0.05 -0.09 0.36 -0.672
O -2.39667 -0.75319 -2.47145 0.28 -0.04 0.21 -0.700
C -2.33432 1.12666 -0.68495 -0.36 -0.36 -0.28 -0.465
C -1.01755 0.87738 -0.35315 0.32 0.19 0.12 -0.335
C -0.22832 1.86151 0.23729 -0.52 0.19 -0.11 -0.152
C -0.77885 3.12312 0.46530 0.14 0.01 0.05 -0.577
C -2.08623 3.37903 0.10293 -0.19 -0.32 -0.15 -0.617
C -2.87476 2.38556 -0.47049 0.09 0.03 0.04 0.465
Cl -4.49218 2.74708 -0.92006 -0.30 0.51 0.04 -0.183
H -2.51238 4.35612 0.26311 -0.06 0.10 0.01 0.460
H -0.17528 3.89542 0.91323 -0.01 0.01 0.00 0.533
N 1.07826 1.51506 0.57057 -0.05 -0.45 -0.12 0.143
C 2.06410 2.31230 1.05152 0.43 -0.49 -0.08 0.780
O 1.96048 3.48292 1.33272 0.00 0.34 0.11 -0.648
C 3.38703 1.54760 1.24073 -0.14 0.12 0.51 -0.760
H 4.12033 2.22773 1.67744 -0.22 -0.09 -0.08 0.325
H 3.21478 0.69040 1.90261 0.08 0.12 -0.08 0.342
O 3.96003 1.09950 0.01645 0.17 0.13 -0.29 -0.349
C 3.54514 -0.06653 -0.49337 -0.13 -0.24 0.03 0.638
O 2.63956 -0.71465 -0.01082 0.18 -0.04 -0.04 -0.660
C 4.29487 -0.47166 -1.69398 -0.04 -0.14 -0.07 -0.272
C 4.77713 0.58409 -2.66332 0.00 0.11 -0.07 -0.519
C 5.76282 -0.13341 -1.81819 0.13 0.02 0.04 -0.554
H 6.40004 -0.87679 -2.27146 -0.05 -0.08 -0.06 0.282
H 6.21468 0.40167 -0.99784 -0.03 0.07 0.05 0.216
H 4.71576 0.34768 -3.71411 -0.01 -0.10 -0.03 0.288
H 4.55092 1.61085 -2.42259 0.00 0.04 0.08 0.214
H 3.94799 -1.41505 -2.09392 0.04 0.08 0.01 0.492
H 1.32035 0.53755 0.40041 0.11 0.29 0.14 0.048
H -0.60306 -0.09406 -0.57028 0.19 -0.06 0.00 0.703
C -1.96047 -2.00267 0.25398 0.72 -0.46 0.04 -0.269
C -1.53642 -1.99759 1.58205 -0.21 0.10 -0.12 0.035
C -0.33091 -2.58027 1.93239 0.07 -0.06 0.04 -0.949
C 0.47197 -3.16956 0.97279 0.04 0.00 0.04 -0.487
C 0.04732 -3.19117 -0.34545 0.00 0.02 0.02 -0.659
C -1.16193 -2.62671 -0.70496 0.01 -0.08 0.03 0.145
H -1.49150 -2.63898 -1.73002 -0.01 -0.10 -0.04 0.501
H 0.65867 -3.66014 -1.10134 0.05 -0.04 -0.08 0.410
H 1.41756 -3.60954 1.24817 0.10 -0.03 0.03 0.425
H -0.01773 -2.56376 2.96623 0.02 0.00 0.08 0.387
H -2.14145 -1.53891 2.34777 -0.08 0.09 0.06 0.381
H -5.19193 -1.48436 0.17057 0.02 -0.12 0.23 0.389
H -4.20419 -2.21046 1.45308 0.04 0.03 -0.16 0.572
H -3.46467 0.23244 2.01719 0.07 0.04 0.09 0.259
H -5.15683 -0.16533 2.34406 -0.07 0.04 0.08 0.419
```
Positions in Å, forces in eV/Å.

Its lowest unoccupied orbital energy is 0.590 eV. For the relative energy (zero: lowest compared OMol25 entry of this formula, charge and spin), the calculation gives 30.0 kcal per mole. For the HOMO-LUMO gap, the calculation gives 9.1178 eV. As for the SMILES: CCN(c1ccccc1)S(=O)(=O)c1cc(NC(=O)COC(=O)C2CC2)ccc1Cl.

---

(4)
DFT (ωB97M-V/def2-TZVPD) results for a structure of composition C20H21F3LuO6 at a distorted geometry.

Structure (XYZ):
```
51
Properties=species:S:1:pos:R:3:forces:R:3:mulliken_charge:R:1
C -2.09736 -3.18457 2.44778 4.60 4.96 1.17 -0.248
C -1.17614 -2.26045 2.68836 -5.23 -3.36 -1.70 -0.540
C -0.34887 -0.89651 2.79714 -0.33 -1.53 0.26 -0.547
C 0.34747 -0.43561 1.37661 -2.58 -2.05 0.15 1.052
C 0.32792 -1.64357 0.26838 0.57 -0.10 -0.85 -0.951
C 1.37209 -1.34980 -0.95434 4.56 0.03 -0.73 0.346
O 2.64744 -1.47369 -0.82500 -6.32 0.49 0.28 -0.571
O 0.92317 -0.97513 -2.29160 1.11 -1.78 2.54 -0.210
C 1.84761 -1.73034 -3.16959 4.59 -0.38 -3.44 0.571
C 1.65469 -3.35580 -3.17361 -0.54 0.19 0.50 -0.688
O 2.76429 -1.19938 -3.85142 -5.32 -1.86 3.69 -0.464
C -0.46671 0.86986 0.88127 -1.30 0.54 -1.56 -0.622
C -1.97397 0.53493 0.35205 -1.94 -0.50 -1.07 0.432
C -3.16243 0.01489 1.26951 -2.41 -0.20 -2.93 -0.148
C -4.58677 -0.27217 0.64319 3.71 1.28 -0.53 -0.784
C -4.92799 -0.01638 -0.91720 1.45 0.11 1.16 0.701
C -6.41460 -0.30537 -1.43504 0.83 0.62 0.13 -1.091
C -3.73057 0.55098 -1.84382 2.05 -0.30 3.43 -0.644
C -2.30967 0.78351 -1.19760 -3.52 -0.81 0.00 -0.300
O 1.76381 -0.21060 1.68672 0.21 4.99 0.05 -0.240
C 2.10589 1.17118 1.81764 0.90 -0.89 -1.36 0.591
O 1.99506 1.73827 3.00995 -1.81 -0.51 -2.87 -0.659
C 2.65855 2.09010 0.58628 -1.93 -0.76 0.25 -0.222
C 4.20508 2.52932 0.74852 -0.44 -0.80 -2.51 -0.305
O 5.03744 1.38983 0.42356 -1.54 0.87 0.62 -0.492
C 4.48442 3.63481 -0.43847 1.65 2.35 -2.11 0.785
F 3.37865 3.77664 -1.34539 2.60 -0.54 2.50 -0.242
F 5.62189 3.25557 -1.26056 -3.61 0.94 2.65 -0.214
F 4.78512 4.93938 0.06821 -1.06 -3.67 -1.08 -0.234
H -2.92000 -3.97999 2.24448 2.10 1.68 0.60 0.379
H 0.50345 -1.07500 3.55597 -1.30 0.22 -1.22 0.349
H -1.01666 -0.04294 3.22635 1.12 -1.64 -0.79 0.324
H 0.69176 -2.65496 0.72360 -0.50 2.04 -0.62 0.573
H -0.72160 -1.84920 -0.15276 1.59 0.58 0.75 0.369
H 0.97560 -3.72024 -2.31129 0.97 0.81 -1.34 0.209
H 1.13020 -3.67077 -4.15903 1.13 0.66 1.60 0.319
H 2.66959 -3.90886 -3.03221 -1.74 1.39 -0.58 0.300
H -0.62595 1.67291 1.71641 0.56 -1.48 -1.29 0.594
H 0.06115 1.34505 -0.04689 -0.91 -0.78 1.72 0.276
H -3.00800 -0.19210 2.40480 -0.37 0.43 -2.42 0.338
H -5.41454 -0.68028 1.32453 1.41 0.74 -1.18 0.365
H -6.97157 0.72440 -1.41746 0.99 -1.43 0.00 0.354
H -7.02794 -0.99654 -0.73969 1.33 1.07 -1.08 0.364
H -6.46258 -0.65274 -2.54442 0.34 0.57 1.96 0.373
H -3.95624 0.76588 -2.96627 0.64 -0.39 2.28 0.394
H -1.48908 1.19317 -1.89446 -1.38 -0.80 1.30 0.342
H 1.92126 2.99722 0.54349 1.46 -1.37 0.30 0.516
H 2.46294 1.49170 -0.39689 0.71 0.99 1.81 0.209
H 4.38548 2.97304 1.79247 0.23 -0.63 -1.66 0.179
H 4.74675 1.00060 -0.45328 0.54 0.69 1.22 0.416
Lu 3.34047 1.28972 4.22105 2.14 -0.66 1.95 1.394
```
Positions in Å, forces in eV/Å.

As for the charge: +3. Its lowest unoccupied orbital energy is -14.145 eV. For the HOMO-LUMO gap, the calculation gives 2.1291 eV.

---

(5)
DFT (ωB97M-V/def2-TZVPD) results for a cluster of 2 separate species, C20H21F5N in total at a distorted geometry.

Structure (XYZ):
```
47
Properties=species:S:1:pos:R:3:forces:R:3:mulliken_charge:R:1
C -0.02360 1.40821 5.68889 0.22 0.49 0.37 -1.429
C 0.32212 1.00529 4.30702 0.04 0.08 -0.44 0.826
C -0.30906 -0.09251 3.72321 -0.60 -0.87 -0.15 -0.068
F -1.20054 -0.79084 4.48991 0.72 0.62 -0.71 -0.337
C -0.09787 -0.50105 2.42264 0.37 0.14 0.13 -0.829
C 0.86706 0.19298 1.63241 -0.34 0.43 0.50 0.897
C 1.22479 -0.14247 0.29817 0.53 -0.77 0.61 -0.107
C 1.12592 -1.40616 -0.33399 -0.01 -0.40 -0.43 0.870
C 0.59873 -2.60334 0.24701 -0.02 0.01 -0.35 -0.766
C 0.41575 -3.71028 -0.55688 -0.48 -0.22 1.09 0.119
F -0.20781 -4.81055 -0.02886 0.73 1.04 -0.43 -0.320
C 0.83782 -3.78218 -1.88349 -0.06 0.49 -0.04 0.834
C 0.57762 -5.00028 -2.68319 0.25 -0.14 -0.59 -1.467
C 1.49619 -2.65717 -2.40675 -0.04 -0.05 0.00 -0.652
C 1.62474 -1.50115 -1.66550 0.12 0.21 0.26 -0.803
C 1.51824 1.31362 2.22684 0.02 -0.25 -0.60 -0.828
C 1.23686 1.71399 3.51507 0.08 -0.07 0.23 -0.614
H 0.46907 2.35539 5.91232 -0.07 -0.08 0.12 0.384
H -1.09921 1.54319 5.80554 -0.01 -0.11 -0.01 0.334
H 0.30349 0.67092 6.42801 -0.08 -0.02 -0.15 0.335
H -0.64778 -1.34760 2.02788 -0.15 0.38 0.18 0.837
H 1.81095 0.60922 -0.24624 -0.36 -0.19 0.15 0.243
H 0.38562 -2.67211 1.30612 -0.10 -0.13 -0.28 0.779
H 1.08660 -4.90359 -3.64300 -0.09 -0.14 0.02 0.379
H 0.93741 -5.90104 -2.18659 -0.07 0.02 0.09 0.356
H -0.49212 -5.12945 -2.87865 0.09 0.04 0.16 0.326
H 1.90035 -2.70581 -3.41629 -0.12 0.01 0.21 0.349
H 2.18036 -0.64665 -2.05495 -0.34 -0.18 -0.12 0.456
H 2.29742 1.81129 1.64428 -0.35 0.06 0.20 0.400
H 1.73579 2.58654 3.93873 -0.10 -0.28 -0.11 0.358
C -0.26175 3.37937 -1.38511 0.22 -0.04 0.31 -0.616
C -0.98682 2.63831 -0.24577 -0.42 0.93 0.60 -0.211
N -1.45199 1.40735 -0.81851 0.22 -0.52 0.23 -0.197
C -1.22821 1.28992 -2.23314 0.31 -0.73 0.12 0.546
C -2.46225 0.97165 -3.05526 -0.48 0.23 -0.79 0.758
F -2.08304 0.52534 -4.29699 -0.39 0.33 1.05 -0.279
F -3.21392 -0.00351 -2.47859 0.40 0.56 -0.35 -0.267
F -3.26007 2.05546 -3.25053 0.34 -0.84 0.23 -0.265
C -0.51596 2.58252 -2.66403 0.03 -0.43 -0.39 -0.722
H -0.63247 4.40185 -1.47780 0.20 -0.11 0.05 0.351
H 0.81277 3.40823 -1.17345 -0.18 0.20 -0.06 0.271
H -0.29822 2.47770 0.61385 -0.40 0.02 -0.37 -0.214
H -1.83053 3.25327 0.12776 0.37 -0.24 -0.06 0.454
H -2.17396 0.86789 -0.36114 0.06 0.23 -0.27 0.227
H -0.57855 0.41636 -2.41220 -0.07 0.08 -0.23 -0.253
H -1.13174 3.14267 -3.37524 0.25 -0.17 0.09 0.321
H 0.42178 2.27922 -3.14350 -0.24 0.40 -0.10 0.236
```
Positions in Å, forces in eV/Å.

As for the charge: +1. Its lowest unoccupied orbital energy is -5.950 eV. For the HOMO-LUMO gap, the calculation gives 5.6401 eV.